1.
Entry from the OMol25 dataset: one molecule with the formula C4H8N4O (the ωB97M-V functional and the def2-TZVPD basis).

Structure (XYZ):
```
17
C4H8N4O, DFT the ωB97M-V functional and the def2-TZVPD basis
C 2.97 0.65 0.01
N 1.72 0.19 -0.33
N 1.38 -1.03 -0.36
C 0.02 -1.25 -0.40
N -0.81 -0.52 0.27
C -2.16 -1.00 0.23
C -3.20 0.18 -0.04
N -2.50 1.31 -0.20
O -4.38 -0.03 -0.19
H 3.72 -0.05 0.08
H 3.31 1.50 -0.45
H 2.93 0.88 1.01
H -0.19 -2.14 -0.89
H -2.47 -1.81 -0.48
H -2.53 -1.40 1.27
H -1.49 1.27 -0.17
H -3.03 1.91 -0.84
```

* orbital gap (alpha / beta): 8.86 / 8.86 eV
* calculated total energy: -12282.8521 eV
* E_HOMO (alpha / beta): -9.367 / -9.366 eV
* SMILES: C/N=N/C=N/CC(N)=O
* ΔE to the lowest compared entry with this formula, charge and spin: 345.90 kJ/mol

Mulliken atomic charge list, values in e, 6 entries: -0.938 -0.020 -0.400 0.093 -0.503 -0.189

***

2.
Entry from the OMol25 dataset: a 2-piece molecular cluster, C4H8N4O2 overall (the ωB97M-V functional and the def2-TZVPD basis).

Structure (XYZ):
```
18
C4H8N4O2, DFT the ωB97M-V functional and the def2-TZVPD basis
C 1.92 1.97 0.06
C -1.96 0.38 -0.16
C -2.36 -0.89 0.47
C -0.81 -0.34 0.43
N 1.35 2.39 -0.94
N 2.29 1.73 1.14
N -0.05 -1.07 -0.53
N 1.04 -1.48 -0.20
O 1.62 -2.29 -1.24
O 1.71 -1.35 0.80
H -2.11 0.61 -1.28
H -2.14 1.27 0.26
H -2.73 -0.80 1.51
H -2.41 -1.82 -0.03
H -0.32 -0.21 1.45
H 1.83 3.00 -1.54
H 2.09 1.00 1.82
H 1.05 -2.09 -2.01
```

* orbital gap (alpha / beta): 6.79 / 7.15 eV
* calculated total energy: -14322.9972 eV
* E_HOMO (alpha / beta): -5.902 / -9.568 eV
* 2S+1: 3
* ΔE to the lowest compared entry with this formula, charge and spin: 391.18 kJ/mol

Mulliken atomic charge list, values in e, 6 entries: 0.531 -0.673 -0.504 0.099 -0.553 -0.486

***

3.
Entry from the OMol25 dataset: one molecule with the formula C4H8N4S (the ωB97M-V functional and the def2-TZVPD basis).

Structure (XYZ):
```
17
C4H8N4S, DFT the ωB97M-V functional and the def2-TZVPD basis
C 0.12 0.90 1.82
C 1.32 -0.60 0.32
C -2.00 -0.69 -0.67
C -0.13 1.52 -0.41
N -0.37 1.12 2.83
N 1.57 -1.49 1.14
N 1.64 -0.68 -1.00
N 0.60 0.58 0.65
S -1.11 0.60 -1.66
H -2.14 -1.65 -1.25
H -2.91 -0.23 -0.25
H -1.30 -1.03 0.15
H 0.52 2.27 -1.05
H -0.76 2.15 0.22
H 1.10 -1.42 2.09
H 2.32 -1.40 -1.26
H 1.53 0.05 -1.70
```

* orbital gap (alpha / beta): 4.83 / 6.42 eV
* calculated total energy: -21066.8349 eV
* E_HOMO (alpha / beta): -4.374 / -9.660 eV
* 2S+1: 3
* ΔE to the lowest compared entry with this formula, charge and spin: 63.88 kJ/mol

Mulliken atomic charge list, values in e, 6 entries: 0.467 0.483 -0.579 -0.714 -0.513 -0.741

***

4.
Entry from the OMol25 dataset: an isolated ion of composition C4H8N5OS and charge +1 (the ωB97M-V functional and the def2-TZVPD basis).

Structure (XYZ):
```
19
C4H8N5OS, DFT the ωB97M-V functional and the def2-TZVPD basis
C 1.39 -2.65 -0.08
O 1.23 -1.27 0.41
C 2.14 -0.37 0.28
S 3.63 -0.15 -0.17
N 1.54 1.07 0.67
C 2.16 2.18 0.32
N 2.55 3.19 -0.07
N 0.17 1.22 0.88
C -0.73 1.57 -0.09
N -1.99 1.39 0.19
N -0.30 2.01 -1.26
H 1.46 -2.64 -1.19
H 0.36 -3.06 0.21
H 2.33 -3.01 0.30
H -0.08 0.81 1.78
H -2.32 0.81 0.82
H -2.62 1.82 -0.58
H -0.79 2.43 -2.03
H 0.77 1.98 -1.32
```

* orbital gap: 9.67 eV
* net charge: +1
* calculated total energy: -24601.5517 eV
* E_HOMO: -12.947 eV
* SMILES: COC(=S)N(C#N)NC(N)=[NH2+]
* ΔE to the lowest compared entry with this formula, charge and spin: 45.49 kJ/mol

Mulliken atomic charge list, values in e, 6 entries: -0.634 -0.340 0.585 -0.264 -0.360 0.378

***

5.
Entry from the OMol25 dataset: an isolated ion of composition C4H8NO and charge +1 (the ωB97M-V functional and the def2-TZVPD basis).

Structure (XYZ):
```
14
C4H8NO, DFT the ωB97M-V functional and the def2-TZVPD basis
C -0.55 0.32 -0.75
C -2.67 -0.54 0.58
C 0.92 0.05 -1.23
C 2.05 -0.05 0.88
N -1.45 -0.43 0.23
O 1.98 0.03 -0.55
H -1.02 0.40 -1.71
H -0.25 1.35 -0.23
H -2.86 -1.11 1.40
H -3.51 -0.03 0.06
H 1.05 0.08 -2.36
H 2.39 0.89 1.09
H 2.78 -0.71 1.29
H 1.14 -0.24 1.29
```

* orbital gap: 7.58 eV
* net charge: +1
* calculated total energy: -7803.8894 eV
* E_HOMO: -13.428 eV
* ΔE to the lowest compared entry with this formula, charge and spin: 406.54 kJ/mol

Mulliken atomic charge list, values in e, 6 entries: -0.461 -0.207 0.211 -0.702 -0.340 -0.190

***

6.
Entry from the OMol25 dataset: C4H8NO as an isolated structure (the ωB97M-V functional and the def2-TZVPD basis).

Structure (XYZ):
```
14
C4H8NO, DFT the ωB97M-V functional and the def2-TZVPD basis
C -0.78 0.40 0.60
C -0.32 0.86 -0.75
C -0.90 0.27 -2.06
C 1.03 -0.59 2.28
N 0.43 0.12 0.88
O 1.06 0.49 -0.27
H -1.65 0.45 1.17
H -0.36 1.86 -0.68
H -0.13 -0.35 -2.65
H -1.37 1.11 -2.50
H -1.70 -0.47 -1.98
H 0.25 -0.79 2.87
H 1.65 0.11 2.74
H 1.62 -1.40 1.79
```

* orbital gap: 11.73 eV
* net charge: +1
* calculated total energy: -7803.9795 eV
* E_HOMO: -16.097 eV
* ΔE to the lowest compared entry with this formula, charge and spin: 397.83 kJ/mol

Mulliken atomic charge list, values in e, 6 entries: -0.214 0.121 -1.041 -0.613 0.285 -0.324

***

Repeat the fourth record exactly.
Entry from the OMol25 dataset: an isolated ion of composition C4H8N5OS and charge +1 (the ωB97M-V functional and the def2-TZVPD basis).

Structure (XYZ):
```
19
C4H8N5OS, DFT the ωB97M-V functional and the def2-TZVPD basis
C 1.39 -2.65 -0.08
O 1.23 -1.27 0.41
C 2.14 -0.37 0.28
S 3.63 -0.15 -0.17
N 1.54 1.07 0.67
C 2.16 2.18 0.32
N 2.55 3.19 -0.07
N 0.17 1.22 0.88
C -0.73 1.57 -0.09
N -1.99 1.39 0.19
N -0.30 2.01 -1.26
H 1.46 -2.64 -1.19
H 0.36 -3.06 0.21
H 2.33 -3.01 0.30
H -0.08 0.81 1.78
H -2.32 0.81 0.82
H -2.62 1.82 -0.58
H -0.79 2.43 -2.03
H 0.77 1.98 -1.32
```

* orbital gap: 9.67 eV
* net charge: +1
* calculated total energy: -24601.5517 eV
* E_HOMO: -12.947 eV
* SMILES: COC(=S)N(C#N)NC(N)=[NH2+]
* ΔE to the lowest compared entry with this formula, charge and spin: 45.49 kJ/mol

Mulliken atomic charge list, values in e, 6 entries: -0.634 -0.340 0.585 -0.264 -0.360 0.378